C24H42Cl3N4O3RhSSi as an isolated structure at a distorted geometry, computed with ωB97M-V with the def2-TZVPD basis set.

Structure (ORCA input):
```
! RIJCOSX wB97M-V def2-TZVPD def2/J DEFGRID3
* xyz 0 5
C -0.594 1.999 -4.003
C -0.490 2.747 -2.709
H -1.603 2.022 -4.436
H -0.353 0.945 -3.833
H 0.109 2.403 -4.741
C -1.078 3.945 -2.523
C -1.940 4.605 -3.505
H -0.975 4.471 -1.572
H -2.625 3.933 -4.039
H -1.337 5.103 -4.274
H -2.567 5.366 -3.029
Rh 0.490 -1.344 0.451
Cl 2.449 -0.727 -0.788
Cl -1.561 -3.390 0.317
H 1.599 -4.778 3.687
H 2.936 -6.182 1.292
C 0.790 -4.913 2.947
C 1.901 -5.941 0.962
N 1.336 -4.758 1.614
H 0.059 -4.108 3.094
C 1.535 -3.553 1.162
O 1.182 -2.525 1.876
H 1.957 -5.738 -0.126
H 1.925 -3.431 0.160
H 0.326 -5.907 2.999
H 1.266 -6.820 1.159
H -3.339 0.740 -1.257
H -3.168 3.157 0.198
C -3.826 0.432 -0.315
C -3.577 2.522 0.996
N -3.214 1.124 0.812
H -3.729 -0.649 -0.163
C -2.175 0.558 1.470
O -1.750 -0.602 1.284
H -3.220 2.876 1.972
H -1.731 1.220 2.255
H -4.883 0.733 -0.330
H -4.665 2.605 0.956
O -1.196 1.477 -1.394
C 0.132 2.017 -1.538
C 0.026 3.576 0.472
C 0.805 2.892 -0.455
H -1.031 3.325 0.490
C 0.578 4.509 1.345
H 0.959 1.397 -1.955
C 2.192 3.106 -0.451
H -0.067 5.041 2.054
C 1.954 4.783 1.249
C 2.782 4.059 0.383
H 2.833 2.511 -1.106
H 2.380 5.557 1.877
H 3.851 4.250 0.347
Si -1.474 -3.064 -1.904
Cl -0.464 -0.945 -1.448
C -3.373 -3.674 -1.920
C 0.048 -4.259 -2.081
C -1.615 -2.764 -3.803
H -3.959 -3.001 -1.289
H -3.384 -4.697 -1.506
H -3.749 -3.674 -2.957
H -2.446 -2.077 -4.044
H -1.832 -3.750 -4.287
H -0.682 -2.369 -4.236
H 0.974 -3.707 -1.814
H 0.115 -4.576 -3.142
H -0.083 -5.147 -1.430
C 2.574 2.594 3.877
N 2.991 1.229 3.562
C 4.125 0.594 4.091
C 4.186 -0.661 3.510
N 3.132 -0.727 2.634
C 2.386 0.400 2.656
S 0.992 0.772 1.771
H 2.919 3.314 3.128
H 1.478 2.635 3.928
H 2.991 2.862 4.844
H 4.746 1.064 4.821
H 4.862 -1.471 3.627
H 2.882 -1.540 2.074
*
```

As for the HOMO-LUMO gap (spin up / spin down): 7.128 / 6.826 eV. For the energy above the lowest of the compared OMol25 structures with the same formula, charge and spin, the calculation gives 20.8 kcal per mole.


A 2-piece molecular cluster, C7H14N3S overall at a distorted geometry, computed with ωB97M-V with the def2-TZVPD basis set.

Structure (ORCA input):
```
! RIJCOSX wB97M-V def2-TZVPD def2/J DEFGRID3
* xyz 1 1
C 2.431 0.885 -2.637
C 1.033 1.075 -2.921
C 2.667 0.045 -1.618
C 0.324 0.261 -2.144
C -2.504 -0.671 1.148
C -0.864 -2.355 1.827
C -0.168 -0.090 1.368
N 0.755 2.145 1.194
N -0.323 1.207 1.168
N -1.070 -1.000 1.324
S 1.236 -0.702 -1.092
H 3.167 1.459 -2.938
H 0.515 1.720 -3.606
H 3.556 -0.209 -1.138
H -2.917 -1.399 0.387
H -3.174 -0.919 1.973
H -2.654 0.247 0.506
H -1.793 -2.502 2.444
H -1.047 -3.074 0.901
H 0.148 -2.389 2.266
H 0.814 -0.411 1.712
H 1.380 2.017 0.382
H 0.442 3.021 0.986
H -1.158 1.386 0.540
H -0.795 0.254 -2.029
*
```

As for the HOMO-LUMO gap: 9.486 eV. For the energy above the lowest of the compared OMol25 structures with the same formula, charge and spin, the calculation gives 64.0 kcal per mole.


C38H46ClF5O2P4Tc as an isolated structure at a distorted geometry, computed with ωB97M-V with the def2-TZVPD basis set.

Structure (ORCA input):
```
! RIJCOSX wB97M-V def2-TZVPD def2/J DEFGRID3
* xyz 2 4
P -1.315 -0.820 -2.874
C -3.078 -0.866 -3.290
C -3.599 -0.076 -4.331
H -3.033 0.777 -4.707
C -4.830 -0.404 -4.903
H -5.187 0.160 -5.765
C -5.586 -1.456 -4.372
H -6.534 -1.723 -4.835
C -5.131 -2.153 -3.248
H -5.739 -2.948 -2.811
C -3.889 -1.845 -2.686
H -3.539 -2.376 -1.802
C -0.643 0.642 -3.694
C -0.958 1.919 -3.185
H -1.398 2.015 -2.188
C -0.732 3.057 -3.961
H -1.001 4.040 -3.566
C -0.178 2.935 -5.239
H -0.026 3.821 -5.857
C 0.188 1.677 -5.730
H 0.631 1.574 -6.722
C -0.022 0.536 -4.955
H 0.268 -0.446 -5.331
C -0.627 -2.277 -3.709
C -1.317 -2.870 -4.782
H -2.360 -2.608 -4.968
C -0.673 -3.784 -5.617
H -1.199 -4.178 -6.486
C 0.640 -4.182 -5.331
H 1.153 -4.870 -6.004
C 1.275 -3.710 -4.179
H 2.275 -4.064 -3.921
C 0.642 -2.773 -3.355
H 1.130 -2.429 -2.444
Tc -0.265 -0.164 2.303
C 1.419 0.856 1.731
C 1.836 1.053 0.460
H 2.036 1.256 2.542
C 0.975 0.551 -0.687
O 1.832 -0.265 -1.532
H 1.419 -0.312 -2.421
C -0.262 -0.220 -0.301
H 0.637 1.432 -1.263
C -1.089 -0.851 -1.157
Cl -2.281 -1.378 2.089
P 0.926 -2.193 2.247
P -1.481 1.859 2.416
C 0.257 -3.314 3.510
H -0.831 -3.371 3.391
H 0.482 -2.915 4.508
H 0.709 -4.307 3.395
C 0.878 -3.123 0.690
H 1.441 -2.567 -0.070
H -0.164 -3.213 0.361
H 1.318 -4.119 0.838
C 2.698 -2.071 2.637
H 2.829 -1.446 3.531
H 3.231 -1.606 1.797
H 3.109 -3.072 2.828
C -2.370 1.986 3.999
H -1.695 2.379 4.770
H -2.721 0.991 4.300
H -3.226 2.663 3.881
C -0.535 3.407 2.329
H -0.003 3.455 1.371
H 0.201 3.428 3.145
H -1.213 4.267 2.420
C -2.767 2.027 1.150
H -3.421 1.148 1.189
H -2.291 2.076 0.162
H -3.339 2.945 1.343
P 3.488 1.795 0.211
C 4.007 2.485 1.795
C 3.372 3.109 -0.998
H 4.121 1.679 2.532
H 3.256 3.201 2.153
H 4.972 2.996 1.675
H 2.763 2.769 -1.846
H 4.378 3.385 -1.347
H 2.903 3.987 -0.531
C 4.641 0.503 -0.243
H 4.969 -0.039 0.655
H 5.521 0.943 -0.732
H 4.133 -0.184 -0.931
H -1.843 -1.502 -0.678
F 0.744 1.294 9.395
C 0.619 0.942 8.101
C 1.349 1.622 7.123
F 2.181 2.630 7.475
C 1.198 1.281 5.801
F 1.885 1.958 4.837
C 0.302 0.253 5.412
O 0.096 -0.051 4.149
C -0.417 -0.422 6.430
F -1.296 -1.382 6.050
C -0.259 -0.087 7.751
F -0.971 -0.734 8.702
*
```

As for the HOMO-LUMO gap (spin up / spin down): 8.226 / 6.423 eV.


C26H36NO15P2RbS2 as an isolated structure at a distorted geometry, computed with ωB97M-V with the def2-TZVPD basis set.

Structure (ORCA input):
```
! RIJCOSX wB97M-V def2-TZVPD def2/J DEFGRID3
* xyz -2 1
Rb 0.125 -0.118 0.354
O 4.421 2.259 0.143
C 3.920 1.112 -0.320
O 3.338 0.982 -1.369
C 4.161 -0.034 0.631
O 3.360 -1.113 0.265
C 3.503 -2.227 1.130
C 2.501 -3.325 0.720
O 3.001 -4.414 0.340
O 1.284 -3.015 0.811
H 3.874 2.984 -0.238
H 3.970 0.296 1.656
H 5.228 -0.290 0.551
H 3.296 -1.930 2.167
H 4.520 -2.624 1.068
O -4.118 -2.473 -1.970
S -3.453 -3.210 -3.085
C -2.298 -2.016 -3.864
C -0.947 -2.555 -4.336
C -0.145 -1.513 -5.139
C -0.005 -0.121 -4.525
S 0.686 0.059 -2.828
O -0.091 -0.856 -1.939
C 2.182 -0.890 -3.185
C 2.399 -2.068 -2.494
C 3.561 -2.795 -2.723
C 4.497 -2.337 -3.641
C 4.283 -1.135 -4.316
C 3.131 -0.403 -4.078
C -2.287 -4.379 -2.390
C -1.504 -4.080 -1.285
C -0.572 -5.012 -0.846
C -0.449 -6.233 -1.503
C -1.252 -6.533 -2.596
C -2.178 -5.600 -3.044
H -2.171 -1.250 -3.099
H -2.869 -1.603 -4.701
H -1.092 -3.436 -4.968
H -0.360 -2.863 -3.476
H -0.632 -1.384 -6.113
H 0.852 -1.920 -5.327
H -0.966 0.383 -4.439
H 0.653 0.508 -5.131
H 1.674 -2.404 -1.756
H 3.734 -3.705 -2.158
H 5.404 -2.902 -3.821
H 5.025 -0.762 -5.013
H 2.977 0.557 -4.562
H -1.583 -3.122 -0.783
H 0.074 -4.757 -0.011
H 0.284 -6.953 -1.157
H -1.154 -7.485 -3.106
H -2.807 -5.804 -3.905
O -0.061 4.046 0.826
P 1.120 3.132 0.149
O 2.281 4.026 -0.148
O 1.325 1.924 0.991
O 0.435 2.724 -1.306
P -1.175 2.475 -1.433
O -1.706 4.004 -1.650
O -1.662 1.987 -0.096
O -1.500 1.720 -2.663
H -0.814 3.407 0.977
H -1.274 4.557 -0.970
O -1.938 -0.034 2.572
C -3.083 0.374 2.423
C -3.818 1.133 3.522
C -4.300 2.568 3.162
C -4.253 2.923 1.674
C -5.211 2.128 0.788
C -5.148 0.619 1.068
N -3.808 0.108 1.303
H -3.129 1.164 4.361
H -4.668 0.515 3.825
H -3.658 3.281 3.680
H -5.313 2.716 3.551
H -3.243 2.763 1.299
H -4.465 3.989 1.556
H -4.941 2.320 -0.254
H -6.246 2.458 0.936
H -5.567 0.058 0.233
H -5.760 0.391 1.943
H -3.279 -0.224 0.509
*
```

As for the HOMO-LUMO gap: 7.376 eV. For the energy above the lowest of the compared OMol25 structures with the same formula, charge and spin, the calculation gives 0.0 kcal per mole.


Calculated total energy in order - -96958.561, -22782.468, -109697.258, -100664.157 eV